1.
Computed, not measured: a molecular structure, C14H34AsBIrN3OSi2 in a non-equilibrium geometry, with ωB97M-V/def2-TZVPD.

Properties
HOMO level (alpha / beta)   -11.50 / -11.44 eV
Expectation value of S²   0.767
HOMO-LUMO gap (alpha / beta)   0.2564 / 0.2283 Ha

```
! RIJCOSX wB97M-V def2-TZVPD def2/J DEFGRID3
* xyz 1 2
H 1.945 -2.011 -1.613
H -1.853 2.302 4.908
C 0.920 0.753 -3.325
H -4.313 -1.419 -0.731
H 4.307 2.115 -0.447
H 0.830 -3.164 -2.367
C 1.338 -2.206 -2.496
H -4.587 1.784 0.699
H -2.008 2.759 -1.677
H 5.421 -0.143 -0.527
Ir 0.611 0.019 1.048
N -0.450 1.254 2.158
H -3.088 2.810 3.404
H -3.709 -1.147 -2.367
N 0.155 -1.305 2.426
C 3.767 0.367 1.627
Si 0.133 -0.833 -2.770
C 3.334 1.625 -0.485
H -0.829 -1.550 -4.880
B -1.949 2.816 3.816
C -1.252 -1.335 -3.894
H -1.760 -2.236 -3.545
C -0.890 -2.817 3.662
H -3.702 2.628 -2.167
O 2.134 -0.422 0.013
H 0.831 -3.140 4.872
As -0.901 -0.371 -0.649
C -4.137 -0.656 -1.492
C -2.771 2.069 -2.040
H -1.432 3.910 3.793
H -5.104 -0.235 -1.781
C 4.438 -0.611 -0.582
H 2.005 -2.284 -3.360
H 1.802 0.521 -3.928
H -2.930 2.024 1.233
H 4.725 0.866 1.770
H 4.501 -1.603 -0.134
H -1.574 -3.507 4.123
C -3.613 1.298 0.809
C -1.114 1.908 2.849
H 2.609 2.249 0.046
H -1.996 -0.546 -4.019
C 1.006 -1.734 3.342
C -1.040 -1.969 2.617
C 3.417 0.245 0.147
H -1.903 -1.781 2.006
H 3.005 0.955 2.157
H -2.459 1.703 -3.021
H 0.231 1.340 -3.935
N 0.402 -2.653 4.102
H 3.832 -0.625 2.082
H 3.029 1.546 -1.527
H 1.241 1.373 -2.490
Si -3.065 0.700 -0.831
H 2.022 -1.405 3.473
H -3.726 0.485 1.529
H 4.163 -0.721 -1.631
*
```

Let us look at the natural (NBO) charges, expressed in e, one per atom: 0.2764, 0.0325, -1.1395, 0.2522, 0.2310, 0.2510, -1.1499, 0.2695, 0.2592, 0.2259, 0.9401, -0.6709, 0.0221, 0.2496, -0.4174, -0.6400, 1.4594, -0.6262, 0.2661, -0.5997, -1.1423, 0.2512, -0.0539, 0.2681, -0.7797, 0.4485, 0.1024, -1.1415, -1.1398, 0.0420, 0.2661, -0.6236, 0.2565, 0.2601, 0.2767, 0.2449, 0.2172, 0.2541, -1.1526, 0.4879, 0.2085, 0.2441, 0.2045, -0.0631, 0.2392, 0.2413, 0.1953, 0.2453, 0.2551, -0.4703, 0.2057, 0.2165, 0.2495, 1.4860, 0.2377, 0.2524, 0.2189

2.
Computed, not measured: C5H7NO in the gas phase, with ωB97M-V/def2-TZVPD.

Properties
HOMO level   -8.89 eV
HOMO-LUMO gap   0.3447 Ha

```
! RIJCOSX wB97M-V def2-TZVPD def2/J DEFGRID3
* xyz 0 1
C -1.237 -1.070 -0.438
C 1.336 0.090 -0.412
N -1.970 0.301 -1.716
H -1.738 0.445 -2.701
C 1.041 -0.266 1.022
H 1.561 -0.817 -0.983
C -0.907 0.156 -0.979
O 0.263 0.776 -1.079
H 0.079 0.106 2.858
H -2.128 -1.075 0.188
H 1.539 -1.165 1.383
H -0.274 1.323 1.504
H 2.190 0.772 -0.480
C 0.246 0.425 1.833
*
```

Let us look at the natural (NBO) charges, expressed in e, one per atom: -0.1996, -0.1152, -0.6269, 0.3558, -0.2155, 0.2029, 0.4220, -0.4758, 0.2102, 0.1917, 0.2172, 0.2031, 0.2122, -0.3821

3.
Computed, not measured: C10H6O3 in the gas phase in a non-equilibrium geometry, with ωB97M-V/def2-TZVPD.

Properties
HOMO level   -9.54 eV
HOMO-LUMO gap   0.3429 Ha

```
! RIJCOSX wB97M-V def2-TZVPD def2/J DEFGRID3
* xyz 0 1
C 0.952 -0.285 0.277
H -2.401 3.131 -0.698
C 1.813 -1.339 0.551
C -0.039 -2.865 0.161
H 1.973 -3.446 0.785
C 1.311 -2.627 0.521
C -1.311 3.222 -0.526
H -0.430 -3.864 0.179
H -1.881 -1.925 -0.478
H 2.829 -1.119 0.880
C -0.845 -1.798 -0.185
O 1.483 0.978 0.373
C -0.582 1.971 -0.325
H 1.233 2.957 0.228
C -1.243 0.656 -0.452
C 0.709 2.020 0.094
O -0.798 4.328 -0.470
C -0.367 -0.494 -0.101
O -2.407 0.499 -0.813
*
```

Let us look at the natural (NBO) charges, expressed in e, one per atom: 0.3752, 0.1481, -0.2751, -0.2220, 0.2226, -0.1664, 0.4127, 0.2225, 0.2441, 0.2342, -0.1380, -0.4314, -0.3627, 0.2228, 0.5338, 0.3002, -0.5317, -0.2245, -0.5643

4.
Computed, not measured: 3 unconnected molecules or ions with the total composition C3H11NO2 in a non-equilibrium geometry, with ωB97M-V/def2-TZVPD.

Properties
HOMO level (alpha / beta)   0.54 / -1.96 eV
Expectation value of S²   0.754
HOMO-LUMO gap (alpha / beta)   0.0748 / 0.1661 Ha

```
! RIJCOSX wB97M-V def2-TZVPD def2/J DEFGRID3
* xyz -1 2
H -1.626 -1.178 -3.892
H 0.750 1.185 4.008
O 0.260 -1.742 -5.111
O -1.281 -0.467 -3.343
H 0.162 -0.903 -5.575
C -0.030 1.154 3.245
C 0.520 0.788 1.923
H -1.106 -0.535 2.973
C 1.892 0.753 1.600
H -0.696 -0.916 -2.726
H -0.530 2.137 3.333
H 2.583 1.596 1.770
H -0.173 0.645 1.083
H 1.158 -2.021 -5.324
H -1.922 0.431 3.936
H 2.345 0.147 0.817
N -0.978 0.089 3.765
*
```

Let us look at the natural (NBO) charges, expressed in e, one per atom: 0.4641, 0.1678, -0.9461, -0.9441, 0.4755, -0.2525, -0.4901, 0.3451, -0.7138, 0.4780, 0.1207, 0.1221, 0.1422, 0.4678, 0.3108, 0.1411, -0.8885

5.
Computed, not measured: a molecular structure, C26H27BCl2F7IrN2O5S, with ωB97M-V/def2-TZVPD.

Properties
HOMO level   -7.84 eV
HOMO-LUMO gap   0.2473 Ha

```
! RIJCOSX wB97M-V def2-TZVPD def2/J DEFGRID3
* xyz 0 1
H 0.671 4.831 2.474
H 0.936 -5.280 3.358
N -0.031 -0.854 1.431
B -2.875 1.001 1.876
C 0.654 -1.280 3.660
O 1.399 -2.180 -0.702
H 2.257 -2.973 -2.326
C 1.355 -4.761 4.220
F 3.868 2.404 -1.794
C 1.072 -2.972 5.930
F 2.420 3.846 -2.516
C 0.649 1.042 2.659
S 1.406 1.541 -1.867
H 0.448 -2.168 6.325
H 1.171 -3.726 6.712
C 1.420 -2.388 -1.896
C -0.391 -2.587 -5.107
H -0.064 3.447 0.566
H 1.472 -5.489 5.025
C 0.461 -0.416 2.601
H 3.073 5.459 5.348
H 2.819 2.461 5.870
F -2.267 0.443 0.569
H 2.069 -2.576 5.726
C -1.667 -1.126 -3.710
H -2.245 -1.660 -5.687
Ir -0.301 0.487 -0.002
H 2.290 3.757 6.938
O 1.642 0.634 -0.692
N 0.274 1.668 1.534
H 1.407 -3.350 -4.263
F -2.234 0.307 2.890
H -1.604 -3.356 5.367
H -0.480 4.274 5.644
C 1.977 3.111 6.118
C -0.416 -2.126 1.305
O 1.689 0.982 -3.140
C 1.113 3.136 3.740
F 2.542 3.397 -0.401
H 1.372 1.205 4.653
O -1.000 -0.531 -1.580
H 0.685 5.475 6.220
Cl -3.047 -0.107 -3.494
C 0.692 3.754 2.564
H 0.083 5.551 4.565
H -0.602 -4.036 2.185
H -0.842 -2.397 0.352
F -4.203 0.749 1.780
H 3.591 4.228 4.189
C -0.736 -1.232 -2.642
C 1.081 1.747 3.767
C 0.376 -2.080 -2.874
C 0.279 3.001 1.489
H 2.345 -4.393 3.945
C 0.387 4.872 5.361
C -1.508 -1.782 -4.906
F -2.540 2.341 1.884
C 1.557 3.975 4.930
H 1.055 -0.891 4.582
H 2.490 5.514 3.685
C -0.935 -4.161 5.060
O 0.092 2.155 -1.629
C -0.269 -3.020 2.339
H -1.399 -4.685 4.224
C 2.643 2.884 -1.629
C 0.291 -2.617 3.549
Cl -0.184 -3.405 -6.628
C 2.749 4.845 4.506
H -0.841 -4.867 5.886
C 0.451 -3.613 4.689
C 0.535 -2.725 -4.109
H 1.152 2.495 6.482
*
```

Let us look at the Mulliken charges, expressed in e, one per atom: 0.5479, 0.3293, -0.1716, 0.0972, -0.5925, -0.3489, 0.2289, -1.6147, -0.2085, -2.1209, -0.2074, 0.6929, 0.9905, 0.4186, 0.4301, -0.4728, 0.1997, 0.7756, 0.4508, -0.0823, 0.4539, 0.4204, -0.3218, 0.4184, 0.3916, 0.4365, 2.3600, 0.4247, -0.8721, 0.2611, 0.3477, -0.2884, 0.3812, 0.3884, -2.1178, -1.0902, -0.4844, 0.2030, -0.1664, 0.6058, -0.4342, 0.4524, -0.2175, -0.4209, 0.3348, 0.5097, 0.5724, -0.3230, 0.3783, -0.4752, -0.5434, 1.8669, -1.2822, 0.3789, -1.5977, -0.7129, -0.3481, 1.9725, 0.5960, 0.3296, -1.5918, -0.6632, -0.6508, 0.3355, 0.4861, 0.2726, -0.2405, -1.6359, 0.4541, 1.9056, -1.2208, 0.4190